Computed, not measured: a cluster of 4 separate species, C20H40ClN3O9 in total, with ωB97M-V/def2-TZVPD.

XYZ file:
```
73
Properties=species:S:1:pos:R:3:forces:R:3:mulliken_charge:R:1
N 3.66216 -1.77394 -3.03380 0.113 0.193 0.036 -0.594
C 2.97139 -0.56206 -3.24614 -0.531 0.287 -0.095 -0.029
C 1.67035 -0.50862 -3.67935 -0.053 0.183 -0.122 -0.191
C 1.01808 0.72259 -3.84433 0.285 -0.131 0.074 0.116
C -0.43186 0.79001 -4.21945 0.303 0.258 0.429 -0.691
C -1.22260 1.50833 -3.11414 -0.242 0.078 -0.454 -0.292
C -2.68855 1.12523 -3.16339 0.391 -0.436 0.076 -0.653
O -2.78281 -0.25078 -2.77950 -0.203 -0.056 0.024 -0.446
N 1.63550 1.86334 -3.60335 0.369 -0.108 0.169 -0.808
N 2.89299 1.81499 -3.18533 -0.779 -1.303 -0.245 0.646
C 3.57268 3.28292 -2.96429 0.478 1.188 -1.156 0.479
O 3.76355 3.77023 -4.04267 0.018 0.025 -0.806 -0.618
O 3.71491 3.51484 -1.81187 -0.024 -0.019 2.075 -0.527
C 3.56756 0.69487 -2.99768 -0.223 -0.253 -0.114 0.675
Cl 5.18166 0.79213 -2.49503 0.219 0.088 0.118 -0.137
H 3.32750 -2.16687 -2.16056 0.167 -0.151 0.185 0.266
H 3.45967 -2.42761 -3.77817 -0.065 -0.085 0.028 0.317
H 1.12134 -1.41673 -3.89131 0.050 -0.085 0.046 0.351
H -0.51742 1.35434 -5.14715 -0.152 -0.153 -0.148 0.304
H -0.80317 -0.22477 -4.33863 -0.093 -0.021 -0.174 0.365
H -0.83115 1.22925 -2.13704 0.040 0.141 0.104 0.221
H -1.11961 2.58137 -3.26838 0.115 0.086 0.243 0.313
H -3.26806 1.76472 -2.50012 -0.130 0.022 -0.018 0.427
H -3.05593 1.20986 -4.18870 -0.185 0.176 0.026 0.279
H -3.40045 -0.35025 -2.04933 0.005 -0.004 0.043 0.199
C 2.53382 -3.08184 0.73978 0.053 0.073 -0.002 -0.967
O 1.77934 -2.16263 -0.03443 -0.023 -0.144 -0.081 -0.131
C 0.38610 -2.46789 -0.05493 0.077 0.128 -0.250 -0.614
C -0.40656 -1.56933 0.86539 -0.142 -0.081 0.103 0.020
O -0.07485 -1.77663 2.22666 0.176 0.044 -0.062 -0.399
C 0.82976 -0.78759 2.70471 -0.104 -0.037 0.123 -0.829
H 3.53313 -2.66539 0.85701 0.005 0.010 -0.014 0.248
H 2.09070 -3.22880 1.72658 0.000 -0.003 0.009 0.411
H 2.61196 -4.04952 0.23135 -0.033 -0.017 0.032 0.327
H 0.22705 -3.51895 0.20324 -0.016 -0.010 0.039 0.317
H 0.02970 -2.31228 -1.07919 -0.010 -0.023 0.008 0.356
H -1.47288 -1.78666 0.74045 0.013 0.010 -0.049 -0.033
H -0.24032 -0.52313 0.58802 -0.016 0.017 -0.020 0.256
H 0.32437 0.17442 2.80638 0.050 0.042 -0.029 0.286
H 1.68266 -0.66422 2.03528 -0.001 0.023 -0.008 0.313
H 1.18725 -1.10488 3.68324 -0.054 -0.046 0.012 0.378
C 3.28853 2.00789 2.97773 -0.004 -0.029 -0.051 -0.917
O 1.90094 2.16772 2.74513 0.057 0.048 0.070 -0.061
C 1.26521 3.02052 3.68348 -0.128 -0.116 -0.120 -0.532
C 1.02400 4.39742 3.10505 0.056 0.128 0.097 -0.633
O 2.23889 5.07042 2.84704 0.079 -0.073 -0.036 -0.406
C 2.61651 5.07163 1.47657 -0.047 0.087 0.004 -0.725
H 3.70880 1.51355 2.10332 -0.012 -0.012 -0.008 0.218
H 3.78599 2.97028 3.11338 0.008 0.003 0.001 0.443
H 3.46591 1.38137 3.86019 0.012 0.033 0.013 0.300
H 1.86000 3.09515 4.59884 0.017 0.030 0.009 0.384
H 0.30037 2.56946 3.94317 0.015 0.007 0.011 0.348
H 0.45990 4.99186 3.83199 -0.016 -0.016 -0.013 0.403
H 0.42394 4.31949 2.19248 -0.005 -0.031 -0.009 0.305
H 1.97685 5.75510 0.90892 0.005 -0.037 -0.056 0.362
H 2.56427 4.07770 1.02969 -0.004 -0.021 0.018 0.296
H 3.64224 5.42832 1.42197 0.007 0.019 0.015 0.255
C -3.34037 -4.15862 2.15478 0.001 -0.021 0.049 -0.543
O -4.59577 -3.58006 2.45992 0.011 -0.007 -0.107 -0.395
C -4.57512 -2.16427 2.49720 -0.063 -0.079 0.139 -0.414
C -5.15704 -1.55990 1.24060 0.060 0.127 -0.026 -0.551
O -4.35345 -1.84247 0.10434 0.041 -0.059 -0.070 -0.164
C -4.86138 -2.88066 -0.71647 0.039 0.051 -0.157 -0.921
H -3.50841 -5.21791 1.96935 -0.022 -0.011 0.016 0.299
H -2.89478 -3.70711 1.26401 0.006 -0.008 0.005 0.118
H -2.64580 -4.05330 2.99471 0.030 0.044 -0.040 0.315
H -3.55452 -1.79859 2.64989 0.021 0.014 -0.006 0.200
H -5.17974 -1.84735 3.35258 0.014 0.022 -0.004 0.386
H -5.19398 -0.47243 1.35673 -0.018 -0.004 0.003 0.351
H -6.17852 -1.91979 1.08616 -0.004 -0.026 0.000 0.386
H -5.73268 -2.53244 -1.28170 -0.026 -0.040 0.016 0.299
H -5.13812 -3.77320 -0.15132 0.031 0.063 0.120 0.439
H -4.07166 -3.14183 -1.41952 -0.011 0.008 -0.036 0.244
```
Positions in Å, forces in eV/Å.

Results
Charge: 0
2S+1: 1


Computed, not measured: a structure of composition C20H40F10N5NaO12S6, with ωB97M-V/def2-TZVPD.

XYZ file:
```
94
Properties=species:S:1:pos:R:3:forces:R:3:mulliken_charge:R:1
Na -13.08060 -13.13792 -5.37307 -0.120 -0.261 0.200 2.144
C -19.10420 -17.37177 -2.72883 -0.759 -0.715 0.260 -1.599
C -18.67883 -15.94864 -2.95059 0.039 -0.202 -0.406 0.234
C -17.59763 -15.49317 -2.02302 0.578 0.314 0.292 -0.619
N -17.11581 -14.06911 -2.26041 1.150 -0.576 1.419 0.472
C -16.36368 -14.06524 -3.60383 0.331 0.857 0.524 -0.409
C -15.87070 -12.63763 -3.95237 0.477 -1.059 -0.277 1.880
C -17.03735 -11.63500 -4.05514 0.612 -0.749 -0.075 -0.616
C -17.86881 -11.70134 -2.76649 -0.777 0.363 0.380 -1.046
C -18.26190 -13.06829 -2.19879 0.589 -0.150 -1.448 -0.624
C -16.06206 -13.74575 -1.09912 -0.435 -0.038 -0.634 -0.724
H -18.48658 -18.18584 -3.10824 0.518 0.373 0.156 0.345
H -20.03226 -17.46182 -3.29336 -0.204 -0.291 0.258 0.408
H -19.30802 -17.52433 -1.66898 -0.149 -0.323 0.000 0.386
H -19.59678 -15.38389 -2.78779 0.195 0.348 -0.419 0.211
H -18.32250 -15.94193 -3.98068 -0.268 0.670 -0.087 0.189
H -16.72250 -16.12772 -2.16307 0.171 0.037 0.169 0.157
H -17.88989 -15.52738 -0.97349 -0.172 -0.125 -0.013 0.622
H -16.91865 -14.54869 -4.40781 -0.849 0.673 0.181 0.435
H -15.56516 -14.80421 -3.53758 0.260 0.315 0.612 -0.415
H -15.34404 -12.84432 -4.88402 -0.595 0.518 -0.679 -1.955
H -15.01158 -12.35781 -3.34269 -0.392 0.250 0.755 0.581
H -17.53083 -11.90286 -4.98939 -0.717 -0.203 0.258 0.419
H -16.75515 -10.60004 -4.24831 0.467 -0.111 0.275 0.444
H -18.85291 -11.25914 -2.92172 0.010 0.363 -0.225 0.504
H -17.44154 -11.08456 -1.97585 0.424 -0.030 -0.089 0.409
H -19.05816 -13.43282 -2.84778 0.243 -0.354 0.001 0.417
H -18.69292 -13.00472 -1.19965 0.473 -0.121 0.137 0.303
H -15.76796 -12.69907 -1.17688 -0.001 -0.231 -0.204 0.419
H -15.19194 -14.40204 -1.11594 -0.107 0.056 -0.977 0.192
H -16.41213 -13.92560 -0.08266 -1.117 0.097 -0.322 0.364
C -9.19140 -15.85391 -6.22579 0.425 -1.708 0.771 -1.421
C -8.97876 -14.70365 -7.14251 -0.730 0.861 0.256 -0.401
C -10.32055 -14.23895 -7.77530 1.732 0.093 -0.022 0.616
N -10.18623 -12.88214 -8.50026 -0.259 -1.239 0.487 0.883
C -8.89102 -12.90411 -9.35110 -0.938 2.341 -0.759 -0.791
C -8.88661 -11.55126 -10.22148 0.663 -1.102 0.957 -0.688
C -10.12358 -11.35142 -11.05036 -1.464 -0.216 0.280 -0.928
C -11.41911 -11.39946 -10.14624 0.737 -0.808 -1.875 -0.899
C -11.42197 -12.71636 -9.39219 0.677 0.210 0.840 -0.072
C -10.23710 -11.84257 -7.43811 1.718 0.255 0.371 -0.591
H -9.34129 -16.78780 -6.76752 0.151 -0.009 0.049 0.387
H -9.97361 -15.82755 -5.46713 -0.209 0.636 -0.322 0.062
H -8.26954 -15.92845 -5.64899 0.061 -0.421 0.033 0.489
H -8.22478 -15.00547 -7.86949 -0.239 0.123 -0.271 0.328
H -8.49950 -13.97496 -6.48873 -0.284 0.750 -0.401 0.401
H -11.08523 -14.14969 -7.00367 0.068 0.122 -0.140 -1.021
H -10.63363 -15.01912 -8.46916 -0.136 0.303 -0.276 0.530
H -8.89213 -13.81985 -9.94228 -0.351 0.143 -0.165 0.402
H -7.98594 -12.92885 -8.74421 -0.467 0.095 0.397 0.457
H -7.98836 -11.52655 -10.83844 0.028 -0.328 -0.079 0.489
H -8.74102 -10.71071 -9.54296 -0.104 -0.019 0.256 0.314
H -10.19351 -12.15957 -11.77845 -0.064 -0.120 -0.111 0.316
H -10.07992 -10.43111 -11.63280 0.050 0.088 0.180 0.432
H -12.32683 -11.51459 -10.73859 0.055 0.278 -0.446 0.525
H -11.58252 -10.45263 -9.63156 0.198 -0.450 0.683 0.344
H -11.36624 -13.63934 -9.96933 -0.269 0.445 -0.801 0.602
H -12.33170 -12.79140 -8.79647 0.259 -0.080 0.440 -0.175
H -10.97533 -12.14948 -6.69723 -0.164 0.682 -0.492 -0.565
H -10.28011 -10.82680 -7.83115 -0.835 -0.296 -0.055 0.668
H -9.28733 -11.82230 -6.90366 0.033 -0.381 0.081 0.402
N -14.27044 -12.49261 -7.26297 -1.651 -3.767 -0.335 -0.282
S -14.59309 -11.11815 -7.79870 0.689 8.046 -0.622 0.801
O -15.53138 -10.33844 -7.00921 1.250 -1.162 -1.090 -0.578
O -14.64490 -11.04511 -9.24230 -0.238 0.008 1.189 -0.618
F -13.15660 -10.44681 -7.46490 -0.497 -0.430 -0.200 -0.255
S -15.57295 -13.23751 -8.01337 -0.511 -5.449 -1.696 0.770
O -15.39044 -13.66545 -9.39290 0.259 1.252 2.057 -0.606
O -16.86742 -12.81774 -7.59377 0.485 0.663 0.179 -0.565
F -15.40700 -14.65433 -7.26686 0.243 0.769 0.399 -0.168
N -11.71408 -11.55107 -4.47413 -1.406 3.744 -0.347 -0.195
S -10.39029 -11.67643 -3.76821 7.035 -5.318 5.281 0.550
O -10.40042 -11.42303 -2.30396 0.069 0.780 -3.522 -0.586
O -9.16356 -11.47696 -4.53065 -1.724 0.748 0.706 -0.603
F -10.37526 -13.28848 -3.71068 -0.406 -0.116 -0.595 -0.147
S -11.78825 -9.87975 -4.12467 -5.565 5.970 -1.817 0.748
O -10.92713 -8.92552 -4.86384 -0.152 -3.109 2.232 -0.579
O -12.46912 -9.44760 -2.90135 2.773 -1.582 -0.694 -0.583
F -13.08038 -9.69072 -5.01879 -0.578 -0.764 -1.024 -0.239
C -11.16692 -15.97668 -2.27174 -1.096 0.480 1.617 0.411
F -10.25946 -15.62351 -3.13295 0.384 -0.799 -0.614 -0.097
F -11.25401 -17.30222 -2.07773 0.444 1.217 -0.321 -0.195
F -10.79880 -15.38466 -1.08165 -1.065 -0.764 -1.293 -0.232
S -12.96120 -15.34797 -2.86678 1.092 -2.964 1.442 0.410
O -13.88290 -16.29709 -2.22641 0.945 0.824 -1.608 -0.490
O -13.14147 -14.04851 -2.32930 0.426 2.046 -1.146 -0.569
N -12.76325 -15.43001 -4.61123 0.073 1.446 3.251 -0.066
S -13.41730 -16.80474 -4.96907 -1.990 -3.598 -0.272 0.672
O -12.92617 -17.95765 -4.20816 0.236 1.628 -1.892 -0.641
O -14.86473 -16.72455 -5.00872 0.541 0.237 -0.653 -0.608
C -12.85460 -16.97396 -6.81822 0.789 -1.204 -0.402 0.552
F -13.47817 -18.03726 -7.42987 -0.067 2.189 0.835 -0.224
F -12.95419 -15.80168 -7.51534 -0.558 -1.397 0.618 -0.160
F -11.55234 -17.32363 -6.88988 -0.444 0.432 0.447 -0.245
```
Positions in Å, forces in eV/Å.

Results
Charge: 0
2S+1: 1


Computed, not measured: a cluster of 2 separate species, C20H40F5O2PS in total, with ωB97M-V/def2-TZVPD.

XYZ file:
```
69
Properties=species:S:1:pos:R:3:forces:R:3:nbo_charge:R:1
C 7.02864 -4.82627 -2.27282 -0.133 -1.978 0.010 -0.867
S 7.01391 -2.96660 -2.46144 3.192 5.170 -2.838 1.878
O 7.09255 -2.57705 -3.98822 -1.002 -2.481 4.414 -0.943
O 8.29398 -2.30686 -1.82045 -3.963 -2.880 -0.796 -0.947
C 5.54271 -2.08441 -1.72927 -0.989 -2.581 2.184 -0.797
C 4.25843 -3.05848 -1.44766 1.779 2.329 0.835 0.575
F 3.23172 -2.18888 -0.75798 2.157 -2.359 -1.308 -0.401
F 4.53614 -4.15476 -0.44532 -1.353 2.019 -2.265 -0.398
C 3.51064 -3.64032 -2.78602 -1.753 -0.234 -0.546 0.931
F 2.15690 -2.97792 -2.89524 3.994 -2.242 -0.081 -0.366
F 4.19767 -3.36037 -4.06661 -2.570 -1.620 4.728 -0.296
F 3.23578 -5.08382 -2.53180 0.840 4.313 -1.714 -0.344
H 7.47816 -5.13614 -1.21856 -0.845 0.930 -2.348 0.254
H 7.65113 -5.26556 -3.17530 -1.050 1.130 1.975 0.257
H 5.95397 -5.33604 -2.34502 2.174 1.544 0.133 0.245
H 5.90214 -1.74334 -0.64338 -0.696 -0.945 -2.284 0.223
C -4.12832 -1.41445 2.98865 0.026 -0.158 0.138 -0.611
C -3.67001 0.02416 3.17205 -0.273 -0.125 0.276 -0.404
C -4.10993 0.94520 2.04005 0.098 0.308 0.488 -0.392
C -3.32100 0.81920 0.73305 -1.126 -0.514 -0.415 -0.788
P -1.73072 1.60297 0.62041 0.137 0.867 0.145 1.660
C -1.94266 3.31256 1.18456 0.041 0.274 0.581 -0.748
C -3.05074 4.19944 0.61872 -0.419 0.224 -0.241 -0.400
C -2.87035 4.76864 -0.79124 -0.128 0.002 -0.161 -0.397
C -1.52887 5.43463 -1.04988 -0.038 0.214 -0.169 -0.615
C -1.22229 1.74698 -1.07166 -0.037 0.120 -1.182 -0.786
C -0.99415 0.54693 -1.97746 0.077 -0.691 -0.426 -0.392
C 0.28984 -0.24677 -1.78169 0.152 -0.250 -0.016 -0.398
C 1.54731 0.58752 -1.59457 0.146 -0.154 -0.034 -0.631
C -0.48732 1.00828 1.73749 1.014 -0.072 1.112 -0.781
C 0.20228 -0.35031 1.69652 0.510 -0.424 -0.563 -0.397
C -0.67575 -1.58836 1.53238 0.390 -0.495 -0.027 -0.418
C -0.79922 -2.40500 2.80706 -0.242 -0.192 0.172 -0.603
H -3.76528 -1.84304 2.05164 -0.008 -0.055 0.045 0.198
H -3.75719 -2.03464 3.81210 -0.090 0.031 -0.222 0.227
H -5.22055 -1.47585 2.98924 0.095 0.010 -0.032 0.212
H -2.58918 0.05130 3.30046 0.105 0.015 -0.006 0.191
H -4.09643 0.39602 4.11331 0.105 0.021 -0.188 0.218
H -4.05422 1.97769 2.39779 -0.078 0.012 -0.111 0.208
H -5.17023 0.75498 1.82834 0.220 0.038 -0.075 0.227
H -3.93412 1.29663 -0.04270 0.257 0.052 -0.114 0.264
H -3.26232 -0.22672 0.42330 0.159 0.029 -0.006 0.269
H -0.97555 3.81890 1.10079 0.017 -0.190 -0.078 0.260
H -2.12469 3.23690 2.26442 0.120 -0.110 -0.077 0.255
H -3.15856 5.05540 1.29826 0.071 -0.234 0.011 0.225
H -4.00583 3.66509 0.65282 0.015 0.061 0.086 0.209
H -3.65979 5.51251 -0.95986 0.066 -0.185 0.100 0.221
H -3.05028 3.99416 -1.53964 0.012 -0.004 -0.023 0.188
H -1.39771 6.30981 -0.40374 0.058 -0.132 -0.076 0.214
H -1.47489 5.77146 -2.09211 0.038 -0.010 0.250 0.230
H -0.69138 4.75759 -0.88685 0.080 0.010 -0.002 0.192
H -0.37323 2.43248 -1.13766 0.013 -0.040 0.285 0.271
H -2.04693 2.27075 -1.55942 -0.116 0.261 0.323 0.263
H -0.98746 0.91673 -3.01096 -0.152 0.128 0.217 0.224
H -1.85168 -0.13549 -1.90467 0.063 0.097 -0.088 0.205
H 0.43214 -0.90054 -2.65111 -0.080 0.109 0.162 0.240
H 0.16083 -0.92334 -0.94327 0.074 -0.144 0.181 0.193
H 1.77103 1.16552 -2.49534 0.029 0.027 0.089 0.215
H 2.40014 -0.06702 -1.38766 -0.094 0.134 -0.141 0.272
H 1.46376 1.27977 -0.75232 0.025 0.067 0.022 0.167
H -0.87626 1.14419 2.75167 -0.313 0.204 -0.133 0.258
H 0.32644 1.74352 1.66790 -0.226 0.176 -0.096 0.271
H 0.80237 -0.44765 2.61183 -0.231 0.133 -0.112 0.230
H 0.94623 -0.33772 0.89910 -0.051 0.069 -0.014 0.239
H -0.22359 -2.24783 0.78183 -0.114 0.188 0.006 0.233
H -1.65920 -1.33041 1.15226 -0.197 0.050 -0.044 0.177
H 0.16693 -2.83590 3.08716 -0.104 0.113 -0.039 0.224
H -1.50090 -3.23293 2.65894 0.115 0.095 0.129 0.217
H -1.15495 -1.79711 3.64480 0.004 -0.074 -0.006 0.190
```
Positions in Å, forces in eV/Å.

Results
Charge: 0
2S+1: 1


no.,DFT total energy (eV),strongest force on any atom (Eh/bohr)
1,-56804.2383,0.040
2,-150006.1572,0.200
3,-59188.4482,0.130